Formula: C5H7NO
Source: OMol25
Level of theory: ωB97M-V with the def2-TZVPD basis set

Element x y z (Å)
C  0.658  0.624  -0.855
C  1.242  -1.093  1.121
C  -0.836  0.618  -1.034
C  0.405  -0.110  0.432
C  -1.008  0.175  0.621
O  -1.225  1.447  0.946
N  -1.587  0.777  -2.025
H  -2.566  0.593  -1.796
H  -1.738  -0.585  0.941
H  1.159  -0.003  -1.600
H  1.174  1.585  -0.789
H  2.148  -1.372  0.584
H  1.517  -0.665  2.096
H  0.656  -1.991  1.356

Orbital gap (spin up / spin down) ... 8.753 / 6.853 eV
Total energy ... -324.5339 Eh
LUMO (spin up / spin down) ... -0.07 / -0.97 eV
2S+1 ... 1
Largest force on an atom ... 1.3 eV Å⁻¹
ΔE to the lowest compared entry with this formula, charge and spin ... 500.33 kJ/mol